Density functional theory data (wB97M-V/def2-TZVPD) for a molecular structure, C37H45F5N2PdSSbSi2Te.

Structure (XYZ):
```
95
Properties=species:S:1:pos:R:3:forces:R:3:lowdin_spin:R:1
Pd -1.104 0.166 0.041 -0.165 0.218 0.155 0.649
C 5.444 3.465 -2.775 -0.069 0.003 0.061 0.000
Si 4.346 3.510 -1.260 0.059 0.060 -0.011 0.000
C 5.201 4.330 0.184 -0.050 -0.023 -0.071 0.000
C 2.731 4.370 -1.668 0.058 0.026 0.007 0.000
C 4.009 1.693 -0.760 -0.016 -0.033 0.069 0.004
Te 2.026 1.013 -1.094 0.005 0.044 -0.109 0.008
C 2.498 -0.971 -1.619 0.171 -0.108 0.025 0.001
Si 3.797 -1.989 -0.617 0.005 0.011 -0.049 0.000
C 4.261 -1.241 1.038 -0.018 -0.054 -0.041 0.000
C 5.312 -2.056 -1.723 -0.076 0.020 0.056 0.000
C 3.083 -3.705 -0.422 0.038 0.090 -0.018 0.000
H 5.677 4.477 -3.112 0.002 -0.001 0.006 0.000
H 4.964 2.946 -3.609 -0.014 -0.003 0.010 0.000
H 6.390 2.960 -2.568 -0.002 0.001 0.015 0.000
H 5.435 5.370 -0.050 0.005 -0.006 -0.004 0.000
H 6.138 3.828 0.431 0.000 -0.011 -0.018 0.000
H 4.570 4.323 1.074 -0.013 -0.006 -0.010 0.000
H 2.946 5.406 -1.942 -0.007 0.002 0.009 0.000
H 2.034 4.394 -0.827 0.014 -0.022 -0.017 0.000
H 2.222 3.919 -2.523 0.021 -0.011 -0.010 0.000
H 4.170 1.531 0.306 0.023 0.028 0.007 0.000
H 4.654 0.989 -1.290 -0.020 0.029 -0.076 0.000
H 2.857 -0.853 -2.647 -0.011 0.016 0.007 0.000
H 1.535 -1.479 -1.681 -0.013 -0.025 0.061 0.001
H 5.159 -0.625 0.956 -0.016 0.026 -0.013 0.000
H 4.488 -2.049 1.738 0.010 -0.016 -0.030 0.000
H 3.471 -0.650 1.500 -0.011 -0.017 -0.001 0.000
H 5.749 -1.066 -1.876 -0.006 0.001 -0.003 0.000
H 5.070 -2.468 -2.705 -0.002 -0.007 0.005 0.000
H 6.090 -2.685 -1.285 -0.016 -0.007 0.023 0.000
H 2.150 -3.689 0.143 -0.007 0.006 0.001 0.000
H 3.787 -4.346 0.114 0.010 0.003 -0.008 0.000
H 2.904 -4.160 -1.399 -0.005 -0.004 0.010 0.000
S -2.978 0.219 -1.614 -0.117 -0.208 -0.065 0.040
Sb -3.438 -1.734 -0.511 0.288 -0.063 -0.110 0.010
C -2.635 -1.222 1.373 -0.217 -0.135 0.104 0.043
C -3.244 -0.076 1.961 -0.017 0.050 -0.097 0.322
C -2.942 0.245 3.302 0.042 -0.054 0.023 0.013
C -1.911 -0.365 3.935 -0.013 0.058 -0.063 0.226
C -0.958 -1.266 3.199 0.081 -0.006 0.073 0.070
C -1.618 -1.886 2.007 0.042 0.018 -0.143 0.271
C -2.431 -3.412 -1.274 0.030 0.015 0.053 0.001
C -3.161 -4.410 -1.909 -0.131 -0.021 0.063 0.000
C -2.507 -5.506 -2.454 0.059 -0.002 0.009 0.000
C -1.127 -5.607 -2.354 -0.033 0.027 0.007 0.000
C -0.398 -4.611 -1.716 0.029 -0.029 -0.015 0.000
C -1.044 -3.507 -1.181 0.011 0.061 -0.030 0.003
C -5.438 -2.304 -0.269 -0.071 0.071 -0.055 0.001
C -6.343 -2.121 -1.310 0.001 0.026 -0.016 0.000
C -7.659 -2.530 -1.148 -0.001 -0.006 0.012 0.000
C -8.064 -3.108 0.047 0.021 0.000 0.009 0.000
C -7.160 -3.279 1.087 -0.028 0.001 -0.015 0.000
C -5.842 -2.876 0.932 0.055 -0.022 0.007 0.000
H -4.002 0.476 1.419 -0.014 -0.017 0.010 0.015
H -3.571 0.949 3.832 0.010 0.003 0.010 -0.005
H -1.729 -0.181 4.982 0.024 0.025 0.020 0.010
H -0.600 -2.048 3.871 -0.032 -0.001 0.015 0.014
H -1.216 -2.810 1.612 0.024 0.000 -0.016 0.012
H -4.241 -4.347 -1.973 0.008 0.010 -0.006 0.000
H -3.077 -6.279 -2.951 0.001 -0.003 0.000 0.000
H -0.617 -6.464 -2.773 0.002 -0.001 0.001 0.000
H 0.677 -4.696 -1.631 -0.035 -0.007 -0.007 0.000
H -0.463 -2.726 -0.699 -0.022 -0.001 0.010 0.004
H -6.033 -1.654 -2.237 0.001 -0.002 0.005 0.000
H -8.368 -2.392 -1.953 -0.001 0.001 0.000 0.000
H -9.091 -3.424 0.171 -0.001 0.001 0.000 0.000
H -7.480 -3.725 2.019 -0.003 0.000 0.000 0.000
H -5.139 -3.008 1.748 -0.003 0.000 0.001 0.000
C -1.912 5.231 1.884 0.016 0.010 0.013 0.000
C -1.540 4.347 0.744 0.010 -0.041 0.085 0.001
C -1.582 4.536 -0.619 -0.004 0.038 -0.116 0.003
C -1.146 3.327 -1.191 0.049 -0.053 0.056 0.005
N -0.836 2.455 -0.236 -0.129 -0.019 0.098 0.056
N -1.094 3.091 0.929 0.087 0.115 -0.016 0.003
C -1.003 2.962 -2.630 0.016 0.030 0.008 0.000
H -1.723 6.272 1.635 -0.003 -0.002 -0.009 0.000
H -1.336 4.986 2.777 -0.001 0.000 0.001 0.000
H -2.972 5.131 2.124 0.001 -0.007 0.000 0.000
H -1.894 5.429 -1.134 0.009 -0.008 -0.015 0.000
H -0.945 2.607 1.801 -0.062 -0.023 -0.006 0.000
H -0.062 3.338 -3.037 0.006 0.018 0.000 0.000
H -1.810 3.393 -3.221 -0.014 -0.015 0.009 0.000
H -1.026 1.879 -2.748 0.009 0.019 -0.027 0.000
F 2.210 3.001 1.244 0.008 0.005 0.091 0.009
C 1.686 1.844 1.706 -0.057 -0.023 -0.125 0.032
C 1.479 0.793 0.908 0.137 -0.302 -0.010 0.005
C 0.575 -0.300 1.281 0.136 0.387 0.315 0.040
F 1.034 -1.540 0.777 -0.034 -0.035 -0.076 0.020
C 0.389 -0.510 2.790 0.051 0.017 0.006 0.059
F 1.434 -1.364 3.236 -0.044 -0.027 -0.002 0.013
C 0.620 0.755 3.568 -0.065 -0.120 -0.105 0.023
F 0.438 0.668 4.889 -0.030 -0.012 0.015 0.009
C 1.246 1.826 3.075 0.062 0.028 -0.053 0.006
F 1.559 2.872 3.836 -0.025 -0.003 0.026 0.000
```
Positions in Å, forces in eV/Å.

E_HOMO (alpha / beta): -9.502 / -10.441 eV
2S+1: 3
Net charge: +1
E_LUMO (alpha / beta): -2.4 / -3.3 eV

---

Density functional theory data (wB97M-V/def2-TZVPD) for a molecular structure, C37H45IrN3O7S2.

Structure (XYZ):
```
95
Properties=species:S:1:pos:R:3:forces:R:3:lowdin_spin:R:1
Ir 0.228 0.418 -0.244 0.241 -0.037 -0.049 0.000
C -1.052 -0.570 5.466 -0.017 -0.009 -0.001 0.000
C -0.970 0.685 4.586 0.022 -0.009 0.003 0.000
C -2.169 0.778 3.651 -0.025 -0.011 -0.026 0.000
C 0.450 0.936 4.041 0.024 0.020 0.000 0.000
C 1.238 1.596 4.992 -0.009 0.014 -0.006 0.000
C 2.545 1.959 4.767 0.003 0.002 0.003 0.000
C 3.102 1.685 3.533 -0.010 0.015 0.013 0.000
C 2.380 1.033 2.547 -0.020 -0.012 0.010 0.000
C 3.079 0.824 1.224 0.006 0.025 0.011 0.000
C 3.322 -0.648 0.883 -0.002 -0.014 0.020 0.000
C 2.474 1.745 0.168 -0.053 0.024 -0.056 0.000
C 1.055 0.621 2.799 0.001 -0.081 -0.065 0.000
N 0.354 -0.145 1.777 0.120 0.219 0.009 0.000
C -0.249 -1.200 2.215 -0.235 -0.241 -0.095 0.000
C -1.260 -1.976 1.569 0.164 0.183 0.031 0.000
C -1.894 -2.926 2.401 -0.251 -0.219 0.023 0.000
C -2.964 -3.670 1.984 0.147 0.022 0.229 0.000
C -3.432 -3.483 0.674 0.061 0.117 -0.157 0.000
C -2.807 -2.618 -0.181 -0.144 -0.111 0.108 0.000
C -1.689 -1.831 0.220 0.212 0.236 -0.180 0.000
N -1.088 -1.031 -0.698 -0.349 -0.068 0.077 0.000
C -1.074 -1.627 -2.021 0.068 0.035 0.084 0.000
C -0.331 -2.814 -2.182 0.002 0.105 -0.066 0.000
C -0.395 -3.465 -3.405 -0.022 -0.019 -0.028 0.000
C -1.148 -2.958 -4.449 0.006 -0.019 0.002 0.000
C -1.846 -1.780 -4.281 -0.014 0.006 -0.011 0.000
C -1.825 -1.093 -3.072 0.015 -0.142 0.053 0.000
C -2.673 0.152 -2.935 0.013 0.014 0.004 0.000
C -2.368 1.181 -4.025 -0.005 -0.003 0.009 0.000
C -4.161 -0.212 -2.959 0.001 -0.018 -0.009 0.000
C 0.570 -3.399 -1.103 0.009 0.019 -0.014 0.000
C 1.977 -3.677 -1.643 -0.015 -0.011 0.001 0.000
C -0.010 -4.682 -0.501 -0.014 0.004 0.013 0.000
H -1.962 -0.535 6.068 -0.005 0.001 0.007 0.000
H -0.200 -0.631 6.143 0.002 0.007 -0.003 0.000
H -1.090 -1.491 4.886 -0.004 0.015 0.016 0.000
H -1.105 1.519 5.277 0.004 0.003 0.003 0.000
H -2.230 -0.033 2.932 0.023 -0.008 0.006 0.000
H -2.204 1.736 3.128 0.021 0.027 -0.002 0.000
H -3.080 0.734 4.250 -0.006 -0.010 0.007 0.000
H 0.786 1.836 5.947 0.003 0.003 0.006 0.000
H 3.115 2.465 5.534 0.002 0.000 0.003 0.000
H 4.123 1.978 3.321 0.003 0.000 0.000 0.000
H 4.079 1.245 1.360 0.005 -0.001 0.008 0.000
H 2.413 -1.239 0.817 0.019 0.011 0.000 0.000
H 3.954 -1.075 1.664 0.006 -0.001 0.008 0.000
H 3.834 -0.738 -0.073 0.000 0.001 0.006 0.000
H 1.340 1.850 0.102 0.009 0.032 0.147 0.000
H 2.855 1.590 -0.837 0.015 -0.013 0.017 0.000
H 2.660 2.783 0.464 0.027 0.008 -0.013 0.000
H -0.028 -1.494 3.237 0.018 -0.015 -0.015 0.000
H -1.517 -3.050 3.409 -0.007 -0.011 0.007 0.000
H -3.439 -4.378 2.648 0.004 -0.003 0.004 0.000
H -4.292 -4.039 0.322 -0.009 -0.009 -0.004 0.000
H -3.164 -2.512 -1.195 0.013 -0.016 -0.005 0.000
H 0.173 -4.375 -3.550 -0.002 -0.011 -0.009 0.000
H -1.178 -3.477 -5.399 0.004 0.000 -0.006 0.000
H -2.427 -1.381 -5.103 0.000 -0.003 -0.020 0.000
H -2.440 0.604 -1.974 0.012 -0.033 -0.010 0.000
H -2.681 0.823 -5.007 0.003 -0.002 -0.007 0.000
H -1.304 1.410 -4.062 -0.010 -0.007 0.006 0.000
H -2.920 2.103 -3.826 -0.005 0.029 -0.007 0.000
H -4.409 -0.740 -3.883 -0.003 0.000 0.006 0.000
H -4.787 0.679 -2.910 0.024 0.026 -0.024 0.000
H -4.438 -0.858 -2.123 0.016 -0.012 0.003 0.000
H 0.676 -2.660 -0.309 -0.012 0.001 -0.013 0.000
H 1.978 -4.544 -2.308 0.004 -0.005 -0.008 0.000
H 2.653 -3.902 -0.815 0.001 -0.003 0.004 0.000
H 2.366 -2.822 -2.190 0.002 0.012 0.001 0.000
H -0.150 -5.437 -1.278 0.004 -0.004 -0.010 0.000
H -0.973 -4.519 -0.019 0.015 0.001 -0.003 0.000
H 0.679 -5.093 0.241 0.002 -0.002 0.006 0.000
N -1.195 1.840 0.524 -0.183 0.069 -0.006 0.000
C -2.590 1.907 0.131 0.119 -0.032 0.043 -0.002
C -3.018 2.980 -0.632 -0.055 0.013 -0.040 0.000
C -4.357 3.086 -0.978 -0.046 0.046 -0.032 -0.003
C -5.248 2.118 -0.547 -0.033 -0.022 0.008 -0.009
C -4.814 1.032 0.203 -0.062 -0.009 -0.024 -0.004
C -3.478 0.920 0.536 -0.010 0.012 0.029 0.000
S -6.959 2.232 -0.978 1.183 0.595 0.427 -0.052
O -7.195 1.218 -2.019 -0.493 -0.109 -0.023 0.489
O -7.711 1.843 0.205 -0.299 -0.176 -0.294 0.353
O -7.187 3.572 -1.454 -0.265 -0.287 -0.073 0.229
H -1.143 1.780 1.539 -0.007 -0.062 0.022 0.000
H -0.773 2.730 0.271 -0.010 -0.004 0.032 0.000
H -2.312 3.733 -0.962 -0.019 -0.015 -0.002 0.000
H -4.715 3.920 -1.566 0.040 0.011 -0.004 0.000
H -5.523 0.280 0.523 0.037 -0.029 0.016 -0.001
H -3.134 0.066 1.100 -0.012 -0.001 -0.029 0.000
O 1.626 -0.594 -1.336 -0.008 -0.005 -0.068 0.000
S 1.489 0.239 -2.655 -0.079 -0.097 0.138 0.000
O 2.626 1.108 -2.807 0.049 0.033 -0.039 0.000
O 0.250 1.055 -2.177 0.013 0.018 -0.089 0.000
O 1.185 -0.595 -3.771 0.014 0.010 -0.049 0.000
```
Positions in Å, forces in eV/Å.

Relative energy (zero: lowest compared OMol25 entry of this formula, charge and spin): 3.8 kJ/mol
E_HOMO (alpha / beta): -7.628 / -7.628 eV
2S+1: 2
E_LUMO (alpha / beta): -0.6 / -4.6 eV

---

Number 1: largest force on an atom 0.52 eV Å⁻¹, energy -3658.76255 Ha. Number 2: largest force on an atom 1.39 eV Å⁻¹, energy -3028.52998 Ha.